This record from the OMol25 dataset describes 7 unconnected molecules or ions with the total composition C32H55BClO22. The level of theory is the ωB97M-V functional and the def2-TZVPD basis.

Results
* energy above the lowest of the compared OMol25 structures with the same formula, charge and spin: 0.0 kJ/mol
* E_tot: -3392.67085 Eh
* LUMO: 2.15 eV
* HOMO level: -5.09 eV
* M: 838.04 g mol⁻¹
* charge: -1
* maximum force: 0.4 eV Å⁻¹
* frontier orbital gap: 7.242 eV

Bonds (Å) are listed after each position.
Cartesian coordinates (Å):
1 C -2.73149 0.19850 1.94825  C2 1.525, H21 1.093, H22 1.091, H23 1.091
2 C -3.06266 0.21985 0.46026  C1 1.525, O3 1.411, H24 1.098, H25 1.093
3 O -1.96449 0.60623 -0.33658  C2 1.411, C4 1.421
4 C -1.80717 2.01145 -0.47396  O3 1.421, C5 1.523, H26 1.093, H27 1.099
5 C -0.87861 2.31125 -1.64360  C4 1.523, C6 1.526, H28 1.096, H29 1.094
6 C 0.61045 2.45797 -1.34579  C5 1.526, C7 1.537, H30 1.098, H31 1.089
7 C 1.35312 1.12332 -1.17859  C6 1.537, C8 1.533, H32 1.096, H33 1.093
8 C 1.44522 0.63214 0.27118  C7 1.533, B9 1.651, H34 1.105, H35 1.100
9 B 1.83315 -0.94125 0.58623  C8 1.651, C10 1.642, C13 1.670, C17 1.657
10 C 3.47027 -1.05765 0.54611  B9 1.642, O11 1.432, H36 1.096, H37 1.104
11 O 3.90569 -2.41937 0.62067  C10 1.432, O12 1.446
12 O 5.26977 -2.51348 0.15043  O11 1.446, H38 0.969
13 C 1.22304 -1.24321 2.11141  B9 1.670, C14 1.517, H39 1.103, H40 1.100
14 C 1.89289 -2.30655 2.96151  C13 1.517, C15 1.535, O16 1.464, H41 1.091
15 C 3.11843 -1.80075 3.73540  C14 1.535, H42 1.093, H43 1.092, H44 1.090
16 O 0.93688 -2.89944 3.89848  C14 1.464, H45 0.964
17 C 1.10249 -1.96584 -0.49104  B9 1.657, Cl18 1.847, C19 1.521, H46 1.098
18 Cl 2.01735 -2.05932 -2.09336  C17 1.847
19 C 0.84073 -3.39609 -0.04405  C17 1.521, C20 1.531, H47 1.097, H48 1.094
20 C 0.18813 -4.31625 -1.07872  C19 1.531, H49 1.090, H50 1.094, H51 1.094
21 H -3.64754 0.17449 2.54464  C1 1.093
22 H -2.12744 -0.67507 2.19923  C1 1.091
23 H -2.17125 1.09181 2.22762  C1 1.091
24 H -3.91972 0.88182 0.27710  C2 1.098
25 H -3.34174 -0.78243 0.12472  C2 1.093
26 H -2.77887 2.47927 -0.65412  C4 1.093
27 H -1.39978 2.44372 0.45090  C4 1.099
28 H -1.23578 3.23527 -2.11226  C5 1.096
29 H -1.02140 1.50414 -2.36860  C5 1.094
30 H 0.72878 3.04491 -0.42534  C6 1.098
31 H 1.03177 3.02658 -2.17375  C6 1.089
32 H 2.36970 1.22749 -1.57446  C7 1.096
33 H 0.84486 0.37732 -1.79482  C7 1.093
34 H 2.20609 1.26042 0.76746  C8 1.105
35 H 0.49848 0.86526 0.78053  C8 1.100
36 H 3.85216 -0.62536 -0.38566  C10 1.096
37 H 3.93339 -0.50482 1.38140  C10 1.104
38 H 5.76187 -2.19993 0.92428  O12 0.969
39 H 1.28179 -0.28868 2.66013  C13 1.103
40 H 0.15242 -1.48668 2.04379  C13 1.100
41 H 2.19450 -3.15751 2.34952  C14 1.091
42 H 3.00810 -2.05663 4.79219  C15 1.093
43 H 3.21990 -0.71681 3.65578  C15 1.092
44 H 4.04308 -2.24873 3.37295  C15 1.090
45 H 0.51366 -2.15263 4.33803  O16 0.964
46 H 0.14059 -1.51760 -0.77371  C17 1.098
47 H 0.17239 -3.32276 0.82276  C19 1.097
48 H 1.78292 -3.83328 0.29874  C19 1.094
49 H 0.92960 -4.84323 -1.67979  C20 1.090
50 H -0.43463 -3.73296 -1.76402  C20 1.094
51 H -0.45807 -5.05813 -0.60135  C20 1.094
52 C -1.83723 -5.54519 3.99597  C53 1.516, O57 1.437, H58 1.086, H59 1.092
53 C -0.80544 -5.22934 2.93130  C52 1.516, O54 1.445, H60 1.087, H61 1.085
54 O -1.47422 -5.68644 1.73447  C53 1.445, C55 1.335
55 C -2.79198 -5.67425 1.94538  O54 1.335, O56 1.193, O57 1.360
56 O -3.63528 -5.82504 1.11485  C55 1.193
57 O -3.06847 -5.46194 3.26013  C52 1.437, C55 1.360
58 H -1.85144 -4.83117 4.81437  C52 1.086
59 H -1.74532 -6.55986 4.38827  C52 1.092
60 H -0.59702 -4.16464 2.85685  C53 1.087
61 H 0.13284 -5.76240 3.04539  C53 1.085
62 C 2.38975 5.22031 -4.57919  C63 1.522, O67 1.423, H68 1.086, H69 1.091
63 C 2.57078 6.72591 -4.45345  C62 1.522, O64 1.430, H70 1.092, H71 1.087
64 O 1.37971 7.11785 -3.76608  C63 1.430, C65 1.363
65 C 0.89634 6.03418 -3.09464  O64 1.363, O66 1.186, O67 1.344
66 O 0.00091 6.06235 -2.31675  C65 1.186
67 O 1.57465 4.92988 -3.44940  C62 1.423, C65 1.344
68 H 3.31291 4.65215 -4.51003  C62 1.086
69 H 1.84659 4.93531 -5.48180  C62 1.091
70 H 3.43310 6.98597 -3.83637  C63 1.092
71 H 2.62561 7.25030 -5.40369  C63 1.087
72 C -2.32778 0.28084 -4.83278  C73 1.522, O77 1.426, H78 1.086, H79 1.091
73 C -2.96698 1.13309 -5.91916  C72 1.522, O74 1.431, H80 1.092, H81 1.087
74 O -2.31505 2.39482 -5.74167  C73 1.431, C75 1.361
75 C -1.13375 2.18021 -5.10152  O74 1.361, O76 1.186, O77 1.347
76 O -0.29901 3.00073 -4.90876  C75 1.186
77 O -1.05047 0.89949 -4.69358  C72 1.426, C75 1.347
78 H -2.19311 -0.76213 -5.10377  C72 1.086
79 H -2.85405 0.34953 -3.87904  C72 1.091
80 H -2.74035 0.76021 -6.92006  C73 1.092
81 H -4.03974 1.26559 -5.80903  C73 1.087
82 C -5.08220 6.68489 -1.15066  C83 1.522, O87 1.431, H88 1.087, H89 1.092
83 C -3.63049 6.35428 -1.46691  C82 1.522, O84 1.426, H90 1.091, H91 1.086
84 O -3.38530 5.25796 -0.58851  C83 1.426, C85 1.352
85 C -4.55964 4.66138 -0.28462  O84 1.352, O86 1.185, O87 1.358
86 O -4.64509 3.61692 0.26935  C85 1.185
87 O -5.59838 5.42190 -0.71753  C82 1.431, C85 1.358
88 H -5.65732 7.03186 -2.00468  C82 1.087
89 H -5.17247 7.39811 -0.32918  C82 1.092
90 H -3.49179 6.01669 -2.49519  C83 1.091
91 H -2.92757 7.15247 -1.24840  C83 1.086
92 C -6.02367 -3.98840 3.66444  C93 1.518, O97 1.433, H98 1.084, H99 1.092
93 C -5.64312 -3.49419 2.28073  C92 1.518, O94 1.437, H100 1.090, H101 1.085
94 O -6.43071 -2.29747 2.16892  C93 1.437, C95 1.348
95 C -6.72363 -1.85129 3.40724  O94 1.348, O96 1.189, O97 1.355
96 O -7.23161 -0.80534 3.65517  C95 1.189
97 O -6.37011 -2.77117 4.33709  C92 1.433, C95 1.355
98 H -5.21471 -4.48706 4.18654  C92 1.084
99 H -6.90435 -4.63355 3.64370  C92 1.092
100 H -4.58829 -3.22880 2.20937  C93 1.090
101 H -5.89319 -4.17984 1.47837  C93 1.085
102 C 9.50818 -1.53083 0.81868  C103 1.521, O107 1.429, H108 1.086, H109 1.091
103 C 9.50669 -0.11369 1.37043  C102 1.521, O104 1.427, H110 1.092, H111 1.086
104 O 8.21351 -0.02476 1.96780  C103 1.427, C105 1.355
105 C 7.77280 -1.27501 2.24645  O104 1.355, O106 1.186, O107 1.356
106 O 6.78831 -1.52839 2.85710  C105 1.186
107 O 8.60892 -2.19601 1.70735  C102 1.429, C105 1.356
108 H 10.47692 -2.02115 0.85561  C102 1.086
109 H 9.10168 -1.58362 -0.19236  C102 1.091
110 H 10.26238 0.02761 2.14575  C103 1.092
111 H 9.60474 0.65938 0.61363  C103 1.086